The following is a quantum chemistry calculation of the ion C3H7N8 with charge +1 at a distorted geometry, from the Open Molecules 2025 dataset.

Molar mass ... 155.1 g/mol
Relative energy (zero: lowest compared OMol25 entry of this formula, charge and spin) ... 0.00 kJ/mol
Charge ... +1
E ... -15136.3487 eV
LUMO level ... -2.748 eV

Each line ends with the Mulliken charge.
Atoms and positions in Å:
N1 2.178681 -1.339844 0.146812  -0.3570
C1 0.982444 -0.703937 0.111709  0.5404
N2 -0.138270 -1.319807 0.099034  -1.1331
N3 -1.138958 -0.420338 0.049439  0.8175
C2 -2.504813 -0.252448 0.072617  0.7873
N4 -3.257881 -1.344826 -0.024010  -0.3904
N5 -2.800749 0.975935 0.064873  -0.6832
N6 -1.625613 1.699084 0.007565  0.2432
C3 -0.676557 0.828506 0.095589  -0.0344
N7 0.875039 0.724198 0.013773  0.3892
N8 1.749426 1.790414 -0.142635  -0.8265
H1 2.191812 -2.285259 0.281857  0.2294
H2 3.072678 -0.919742 0.330335  0.1968
H3 -4.261936 -1.286466 -0.199626  0.2659
H4 -2.876449 -2.280344 -0.146575  0.2373
H5 -1.519273 2.666525 0.118316  0.2454
H6 2.567214 1.760570 0.406249  0.2386
H7 1.937968 2.093987 -1.042511  0.2336

Atoms 1-3, force components in eV/Å:
N -0.10 2.64 -0.36
C 1.79 1.73 -0.70
N -0.66 -2.75 0.31